The following is a DFT calculation (ωB97M-V/def2-TZVPD) of a structure of composition C2H4LiMgO2.

ORCA input file:
```
! RIJCOSX wB97M-V def2-TZVPD def2/J DEFGRID3
* xyz 1 1
O -1.77154 1.27060 0.94531
C 0.32461 -1.06208 0.01894
C 1.06727 -0.26739 -0.96991
O 1.03458 0.27214 0.35792
Li -3.40963 1.76544 0.96912
Mg -0.01841 1.79861 1.02650
H -0.55812 -1.30947 0.60969
H 0.74296 -2.07174 0.07335
H 0.51825 0.20701 -1.78647
H 2.07002 -0.60310 -1.24446
*
```

As for the gap between HOMO and LUMO: 7.4270 eV. The HOMO energy is -12.303 eV.


The following is a DFT calculation (ωB97M-V/def2-TZVPD) of a cluster of 4 separate species, C32H71N4O4 in total.

ORCA input file:
```
! RIJCOSX wB97M-V def2-TZVPD def2/J DEFGRID3
* xyz 1 1
C 3.12714 3.33586 1.95478
C 2.82050 1.87351 2.27102
O 3.85562 1.02127 1.81982
C 3.39924 -0.09270 1.09254
C 3.21811 0.30361 -0.38524
C 4.28219 -0.05291 -1.38185
N 3.80182 0.12976 -2.53151
C 2.37304 0.57672 -2.51238
C 1.73434 0.14888 -3.84204
O 0.53377 0.76111 -4.16163
C 0.58442 2.17825 -4.15488
C 1.97918 -0.15302 -1.20920
C 0.65655 0.16501 -0.55202
C -0.57475 -0.01991 -1.44430
C -1.79747 -0.41995 -0.59839
C -2.99653 0.52860 -0.71720
O -2.63117 1.88454 -1.04497
C -2.29898 2.60714 0.04955
O -1.43950 2.24807 0.77227
H 2.88029 3.98462 2.78583
H 2.57475 3.68142 1.08719
H 4.18228 3.47526 1.73899
H 2.65241 1.79409 3.34348
H 1.86478 1.65475 1.80212
H 4.09774 -0.92002 1.18350
H 2.43564 -0.39932 1.48516
H 3.27173 1.40027 -0.38739
H 5.27713 -0.40694 -1.19264
H 4.30381 -0.01440 -3.40342
H 2.42145 1.63899 -2.29001
H 1.54429 -0.91661 -3.76114
H 2.47958 0.28067 -4.64033
H 1.47589 2.57637 -4.64046
H -0.28051 2.54276 -4.68963
H 0.49088 2.55087 -3.13522
H 2.12324 -1.22518 -1.33303
H 0.56999 -0.50567 0.29604
H 0.64069 1.16969 -0.13569
H -0.41400 -0.79991 -2.18160
H -0.71208 0.89443 -2.00564
H -1.51137 -0.45196 0.44653
H -2.06362 -1.44091 -0.84807
H -3.67495 0.18286 -1.48329
H -3.48477 0.54852 0.24925
H -2.80793 3.54255 0.29072
C 6.48545 0.74076 3.96029
C 6.27435 -0.75091 3.75363
N 7.30561 -1.57208 4.35253
C 7.25539 -2.96018 3.92530
C 6.02658 -3.79249 4.31207
C 7.54212 -1.35589 5.77128
C 6.36299 -1.54816 6.73346
H 7.46657 1.05307 3.59874
H 5.72916 1.29459 3.40516
H 6.39575 1.02878 5.00849
H 6.27635 -0.93895 2.67381
H 5.26657 -1.01677 4.11409
H 8.15353 -3.46906 4.28432
H 7.34111 -2.97139 2.83277
H 6.04071 -4.07488 5.36315
H 6.01666 -4.71955 3.73453
H 5.09099 -3.27059 4.10512
H 7.91976 -0.33828 5.89804
H 8.36898 -1.99543 6.08786
H 5.44289 -1.09514 6.36090
H 6.59266 -1.07574 7.69042
H 6.17061 -2.59997 6.93880
C -5.93334 4.31132 -1.80181
C -6.86246 5.14155 -0.93146
N -7.82290 4.35137 -0.18607
C -8.87405 5.15526 0.41919
C -8.48019 6.15735 1.51067
C -7.27405 3.30214 0.65279
C -6.26379 3.70872 1.73157
H -6.50085 3.67456 -2.48197
H -5.30573 4.97029 -2.40439
H -5.25904 3.67976 -1.21912
H -7.41740 5.81427 -1.59001
H -6.25183 5.78251 -0.27550
H -9.64211 4.48536 0.81491
H -9.36829 5.70872 -0.38521
H -8.25882 5.66417 2.45623
H -9.31167 6.83992 1.69613
H -7.62043 6.76420 1.22478
H -6.79626 2.56124 0.00426
H -8.10049 2.76206 1.12038
H -5.52347 4.42031 1.36051
H -5.72094 2.82569 2.07992
H -6.75053 4.14333 2.60249
C -1.91529 -2.69073 -4.36263
C -2.04251 -4.20255 -4.44182
N -0.98673 -4.89806 -3.72822
C -0.93660 -6.32369 -4.01872
C -2.12824 -7.18897 -3.59456
C -0.82381 -4.53288 -2.33233
C -2.02755 -4.70233 -1.39600
H -0.93582 -2.36059 -4.71582
H -2.67347 -2.21786 -4.98775
H -2.05923 -2.32499 -3.34309
H -1.98889 -4.48757 -5.49542
H -3.04521 -4.49243 -4.09300
H -0.02462 -6.73805 -3.57991
H -0.80615 -6.43374 -5.09959
H -2.14025 -7.36799 -2.52031
H -2.06005 -8.16512 -4.07798
H -3.08296 -6.74972 -3.88495
H -0.51168 -3.48229 -2.29263
H 0.02554 -5.08708 -1.92417
H -2.95613 -4.34549 -1.84365
H -1.86483 -4.12603 -0.48125
H -2.16650 -5.73864 -1.09480
*
```

As for the gap between HOMO and LUMO: 5.6010 eV. The HOMO energy is -9.538 eV.


The following is a DFT calculation (ωB97M-V/def2-TZVPD) of a structure of composition C15H11F6I2N3O5S2Ti.

ORCA input file:
```
! RIJCOSX wB97M-V def2-TZVPD def2/J DEFGRID3
* xyz 2 1
Ti 0.30231 -0.32207 -0.29002
I -3.49376 1.59271 -6.63227
C -2.61806 0.81789 -4.92161
C -3.27267 -0.17137 -4.19832
C -2.69934 -0.70452 -3.04778
I -3.65729 -2.15779 -1.93572
C -1.46017 -0.21718 -2.66661
O -0.83599 -0.67771 -1.54612
C -0.78158 0.78095 -3.36830
C 0.57225 1.21764 -2.88921
N 0.59226 1.50655 -1.40693
C -0.35331 2.59256 -1.01926
C -1.19630 2.20460 0.16277
C -2.10634 3.07387 0.73665
C -2.85126 2.64992 1.82475
C -2.66919 1.36641 2.32885
C -1.74194 0.55177 1.72315
N -1.02494 0.96867 0.66117
C -1.37528 1.30077 -4.50295
H -4.23810 -0.53149 -4.52663
H 0.88526 2.11497 -3.42483
H 1.32618 0.44578 -3.06454
H 1.53698 1.82085 -1.19275
H -1.00157 2.82033 -1.86670
H 0.20682 3.49969 -0.78700
H -2.22885 4.07071 0.33468
H -3.56926 3.31735 2.28241
H -3.23258 1.00651 3.17717
H -1.55347 -0.45593 2.07604
H -0.87297 2.07094 -5.07442
F 5.34541 -0.55421 0.25960
C 4.43247 0.10083 0.92040
F 4.32666 1.34722 0.49693
F 4.61879 0.04733 2.21073
S 2.77083 -0.68711 0.56178
O 1.68608 0.07832 1.25683
O 2.38702 -0.53439 -0.86805
N 2.94779 -2.12826 1.05191
S 1.63354 -3.04899 0.95747
O 0.57630 -2.28434 0.21239
O 1.89838 -4.35445 0.51161
C 1.00671 -3.12418 2.72183
F 0.19563 -4.14562 2.82355
F 2.03636 -3.24205 3.52315
F 0.35238 -1.97955 2.96810
*
```

As for the gap between HOMO and LUMO: 5.4854 eV. The HOMO energy is -13.925 eV.


The following is a DFT calculation (ωB97M-V/def2-TZVPD) of an isolated molecule of C3H5NO.

ORCA input file:
```
! RIJCOSX wB97M-V def2-TZVPD def2/J DEFGRID3
* xyz 0 1
O 2.25761 -0.12097 -0.22022
C 1.03532 -0.05181 -0.13190
C -0.14556 -1.10295 -0.06985
N -1.02183 0.03222 -0.46720
C 0.08778 1.04216 -0.11605
H -0.23528 -1.99023 -0.78715
H -0.38699 -1.33146 1.03758
H -1.76462 0.32713 0.28696
H 0.00248 1.15177 1.04288
H 0.17110 2.04413 -0.57505
*
```

As for the gap between HOMO and LUMO: 10.2609 eV. The structure (SMILES) is O=C1CNC1. The HOMO energy is -9.780 eV.


The following is a DFT calculation (ωB97M-V/def2-TZVPD) of a structure of composition C3H5N3O.

ORCA input file:
```
! RIJCOSX wB97M-V def2-TZVPD def2/J DEFGRID3
* xyz 0 1
C 0.52412 1.06739 -0.01612
C -1.05687 -0.04382 -0.04242
C -0.09789 -0.99883 -0.13676
H 2.69766 -0.74931 1.09534
H 2.84654 0.53635 -0.47421
H 1.40333 1.85363 -0.10486
H -2.71065 0.31874 -0.31909
H -0.18101 -2.10598 -0.66223
N 2.37437 -0.44507 0.02149
N 1.03520 -0.15676 0.01635
N -0.77722 1.14741 -0.00096
O -2.33731 -0.47762 0.17232
*
```

As for the gap between HOMO and LUMO: 8.7955 eV. The HOMO energy is -8.249 eV.


The following is a DFT calculation (ωB97M-V/def2-TZVPD) of a structure of composition C4H13N3.

ORCA input file:
```
! RIJCOSX wB97M-V def2-TZVPD def2/J DEFGRID3
* xyz 0 1
C 0.44759 0.02643 0.24889
C -0.48487 -0.98921 -1.34863
C 0.70579 2.54993 0.70087
C -1.55929 -1.92963 -0.86618
N 0.06009 1.12656 -0.45772
N -0.13757 -0.28220 1.47809
N 1.79621 -0.30069 0.21842
H -0.93886 1.26989 -0.37611
H 2.27829 0.12529 -0.55973
H -1.14528 -0.24284 1.48084
H 0.20524 -1.12912 1.90776
H 2.29489 -0.17980 1.08728
H 0.42287 -1.50584 -1.65208
H -0.81780 -0.38627 -2.18965
H 1.68446 2.75376 0.27790
H 0.75401 2.29846 1.75952
H -0.02423 3.33311 0.51868
H -1.85633 -2.65817 -1.63159
H -1.21643 -2.49672 0.00365
H -2.46878 -1.38294 -0.60021
*
```

As for the gap between HOMO and LUMO: 7.8340 eV. The HOMO energy is -6.878 eV.


The following is a DFT calculation (ωB97M-V/def2-TZVPD) of the ion C4H11NO with charge -1.

ORCA input file:
```
! RIJCOSX wB97M-V def2-TZVPD def2/J DEFGRID3
* xyz -1 2
C 0.82055 1.38631 1.67666
C -0.24716 1.20505 -0.50466
N 0.99409 1.67278 0.17089
H 1.28215 2.13617 2.25376
H 1.33754 0.55391 2.22535
H -0.28696 1.38904 1.96084
H -1.09424 2.08010 -0.51361
H 0.09293 0.84775 -1.56545
H 1.84917 1.07414 -0.07265
C -1.16674 -1.12864 -0.76445
O -1.08276 0.02118 0.05988
C 0.15029 -2.04606 -0.72368
H -1.41878 -1.11210 -1.82095
H -2.29950 -1.50236 -0.44798
H 0.92157 -1.28106 -0.63791
H 0.18042 -2.65930 -1.53525
H -0.03258 -2.63690 0.23922
*
```

Its expectation value of S² is 0.750. As for the gap between HOMO and LUMO (alpha / beta): 2.8467 / 9.9344 eV. The HOMO energy (alpha / beta) is 1.372 / -5.716 eV.


The following is a DFT calculation (ωB97M-V/def2-TZVPD) of an isolated molecule of C6H10O.

ORCA input file:
```
! RIJCOSX wB97M-V def2-TZVPD def2/J DEFGRID3
* xyz 0 1
C -1.63296 1.28278 0.55587
C -1.74471 -0.02699 0.36695
C -0.53478 -0.90147 0.09552
O -0.83037 -1.75416 -1.00696
C 0.75166 -0.08564 -0.11944
C 0.77550 1.00520 -0.88801
C 2.00724 -0.58241 0.54684
H -0.65118 1.71602 0.62018
H -2.44587 1.99388 0.55260
H -2.71427 -0.53380 0.35124
H -0.38959 -1.58282 0.94500
H -1.06120 -1.17044 -1.74326
H -0.10534 1.33802 -1.43434
H 1.61430 1.70125 -0.88689
H 2.37116 -1.45272 -0.01552
H 2.79340 0.18289 0.52813
H 1.84625 -0.90735 1.58310
*
```

As for the gap between HOMO and LUMO: 10.3565 eV. The structure (SMILES) is C=C[C@@H](O)C(=C)C. The HOMO energy is -9.358 eV.


The following is a DFT calculation (ωB97M-V/def2-TZVPD) of a cluster of 3 separate species, C12H12F16O6 in total.

ORCA input file:
```
! RIJCOSX wB97M-V def2-TZVPD def2/J DEFGRID3
* xyz 0 1
F -3.76635 -0.53383 -1.41301
C -2.66239 0.22331 -1.50011
F -1.58006 -0.57694 -1.65916
C -2.40953 0.99489 -0.19751
F -2.18938 0.12332 0.79768
F -1.20674 1.63104 -0.45327
C -3.39656 2.08237 0.23516
O -4.32984 1.69741 1.21652
C -5.54076 1.16279 0.88984
F -5.73963 1.12763 -0.43932
F -6.50033 1.95436 1.42330
C -5.72824 -0.22844 1.51681
F -4.77275 -1.06654 1.06996
F -6.93199 -0.71106 1.14367
H -2.73360 0.89258 -2.36025
H -2.78474 2.84349 0.72028
H -3.87175 2.54169 -0.63237
H -5.67881 -0.15779 2.60442
F 4.73813 -2.05908 -1.87505
C 5.07475 -3.03004 -1.00217
F 5.73460 -3.99683 -1.67437
C 3.81869 -3.64241 -0.37016
F 3.08302 -4.25573 -1.31571
F 4.29483 -4.59820 0.48628
C 2.93965 -2.72637 0.48854
O 1.78768 -2.20223 -0.14040
C 1.79868 -1.01888 -0.79951
F 2.98238 -0.38908 -0.72206
F 0.88063 -0.20048 -0.20312
C 1.35405 -1.17172 -2.26410
F 2.20834 -1.97732 -2.92152
F 1.39595 0.05561 -2.83654
H 5.73243 -2.61873 -0.23241
H 2.55094 -3.37560 1.27136
H 3.53614 -1.94915 0.96755
H 0.34314 -1.57323 -2.33384
O 3.95208 1.96311 1.77691
C 3.38871 2.53038 0.90126
O 2.39685 3.44054 1.07318
C 1.17272 3.08864 1.75101
O 0.14696 3.69661 1.05040
O 1.03844 1.72389 1.88502
H 3.65363 2.42282 -0.16205
H 1.20210 3.51781 2.75283
H -0.22934 3.04535 0.44949
H 0.84726 1.30003 1.03649
*
```

As for the gap between HOMO and LUMO: 11.1146 eV. The structure (SMILES) is FC(F)C(F)(F)COC(F)(F)C(F)F.FC(F)C(F)(F)COC(F)(F)C(F)F.O=COC(O)O. The HOMO energy is -10.694 eV.


The following is a DFT calculation (ωB97M-V/def2-TZVPD) of a structure of composition C22H58HgN4O6.

ORCA input file:
```
! RIJCOSX wB97M-V def2-TZVPD def2/J DEFGRID3
* xyz 0 1
Hg 27.08027 -11.72111 18.15557
C 24.86858 -8.08802 16.78794
C 24.69003 -9.59911 16.51718
C 24.03250 -9.83679 15.21784
O 25.79840 -10.45724 16.69262
H 25.63478 -7.48189 16.30456
H 25.10986 -7.90660 17.83530
H 23.93323 -7.67493 16.41036
H 23.88738 -9.84313 17.21310
H 24.67187 -9.52043 14.39369
H 23.11508 -9.25516 15.12756
H 23.91187 -10.91525 15.11550
C 28.63556 -14.00851 21.80717
C 29.22466 -13.68330 20.42653
C 30.27978 -14.57438 19.93408
O 28.17555 -13.51464 19.49793
H 28.24627 -15.02435 21.87523
H 27.98798 -13.22964 22.20978
H 29.47453 -14.21477 22.47176
H 29.80326 -12.79530 20.68103
H 31.18829 -14.51418 20.53332
H 30.50100 -14.23162 18.92330
H 30.02298 -15.61477 19.73477
C 22.98394 -14.52467 18.90427
C 24.10323 -14.27395 17.94357
C 23.58729 -13.54121 16.63934
O 22.46889 -14.24176 16.08329
C 22.63084 -15.58091 15.67354
N 25.08388 -13.41218 18.58848
H 22.49649 -13.58991 19.18124
H 23.18962 -15.09095 19.81263
H 22.27457 -15.16047 18.37450
H 24.31406 -15.32007 17.72156
H 24.46118 -13.45025 15.99424
H 23.22529 -12.55900 16.94319
H 21.71512 -15.87903 15.16298
H 22.92238 -16.31653 16.42319
H 23.41829 -15.58372 14.91987
H 25.77602 -14.06358 18.93014
H 24.73240 -13.17496 19.50516
C 29.67346 -12.55678 15.95260
C 28.17834 -12.59799 15.39824
C 27.87914 -13.10712 13.95999
O 26.49167 -13.24069 13.65264
C 25.96616 -11.90636 13.38357
N 27.37374 -13.25681 16.39224
H 30.12001 -11.58459 16.16124
H 30.29237 -13.04310 15.19859
H 29.78024 -13.14682 16.86284
H 27.95697 -11.54278 15.23814
H 28.32239 -14.10178 13.91236
H 28.48513 -12.46567 13.32013
H 26.36161 -11.14477 14.05566
H 24.89675 -11.89504 13.59411
H 25.96583 -11.54966 12.35359
H 28.00013 -14.02315 16.59338
H 26.62579 -13.65041 15.83930
C 24.48081 -9.48708 20.42196
C 26.07006 -9.59819 20.45644
C 26.62577 -8.79895 21.72186
O 27.83723 -9.52832 22.16192
C 28.24686 -9.33876 23.51804
N 26.43810 -11.05193 20.45357
H 24.20802 -10.16932 19.61683
H 24.13506 -8.51412 20.07279
H 24.08468 -9.86844 21.36309
H 26.51532 -9.22284 19.53505
H 25.81734 -8.77453 22.45257
H 26.91860 -7.75006 21.67505
H 29.12077 -9.95845 23.71897
H 27.43775 -9.67110 24.16841
H 28.39479 -8.30097 23.81675
H 27.14625 -10.91939 21.16142
H 25.77389 -11.54164 21.03591
C 30.79659 -10.37861 18.81490
C 29.54438 -9.65405 19.23287
C 29.70271 -8.11143 19.52851
O 28.42326 -7.54384 19.41317
C 28.43966 -6.18619 19.82612
N 28.62774 -9.94703 18.19036
H 31.47020 -10.34317 19.67111
H 31.21552 -9.90893 17.92496
H 30.62441 -11.42826 18.57683
H 29.18068 -10.20090 20.10280
H 30.42187 -7.62306 18.87094
H 30.08729 -7.94372 20.53453
H 29.10350 -5.96595 20.66213
H 27.39464 -5.92411 19.99152
H 28.87049 -5.54558 19.05665
H 29.17170 -9.64920 17.39317
H 28.02356 -9.16457 18.39727
*
```

As for the gap between HOMO and LUMO: 7.5229 eV. The HOMO energy is -7.087 eV.


The following is a DFT calculation (ωB97M-V/def2-TZVPD) of a structure of composition CH32O19Y.

ORCA input file:
```
! RIJCOSX wB97M-V def2-TZVPD def2/J DEFGRID3
* xyz 1 1
Y -0.58732 2.37217 0.07070
C 0.01568 -0.22183 0.20470
O 0.93868 0.71817 0.43670
O 0.39368 -1.36583 -0.08930
O -1.07832 0.27517 -0.07530
O -0.66932 -3.58283 -2.37330
H -0.88232 -2.66383 -2.53330
H 0.13768 -3.50483 -1.90930
O 0.61168 1.88717 -2.08730
H 0.66968 2.19717 -3.02130
H 1.07668 1.07417 -2.10330
O 1.48568 3.48317 0.20970
H 2.13268 3.47017 -0.55030
H 1.96568 4.03417 0.84470
O 0.65268 -2.30883 2.45070
H 0.48768 -2.05383 1.57070
H 1.26568 -1.75083 2.91770
O -1.12832 -0.87883 -2.50230
H -1.02932 -0.49683 -1.63330
H -0.64532 -0.38183 -3.12530
O 1.78668 -0.50683 -2.37130
H 1.47968 -0.78183 -1.50930
H 1.35968 -1.20183 -2.93530
O -2.12832 2.31617 -1.68530
H -2.71032 1.56117 -1.61630
H -2.03832 2.42217 -2.62730
O 1.65768 -3.34483 -0.99930
H 1.65868 -3.95483 -0.23130
H 1.01868 -2.70983 -0.65530
O -2.57332 0.08317 2.73770
H -2.21732 -0.70383 2.35870
H -1.89332 0.25217 3.35470
O 1.81768 0.35817 2.71870
H 1.53968 0.40417 1.76870
H 2.47868 1.03617 2.69770
O 3.80668 1.23317 -0.45430
H 4.70768 0.98317 -0.26530
H 3.26668 0.63117 0.02770
O 2.94568 -1.21583 0.33970
H 1.98068 -1.22883 0.29270
H 3.17468 -2.09283 -0.00330
O -2.28132 -2.19883 0.17670
H -2.49232 -2.48783 1.08070
H -1.42132 -1.74483 0.11370
O -3.71532 -0.15883 -0.76130
H -4.38032 0.17617 -0.15830
H -3.09832 -0.67883 -0.25130
O -2.72032 2.29417 1.09370
H -2.74232 1.52517 1.70470
H -3.59732 2.57717 1.09370
O -0.27332 2.28217 2.38870
H -0.41632 2.97217 3.05770
H 0.20668 1.60117 2.81670
*
```

As for the gap between HOMO and LUMO: 7.7431 eV. The HOMO energy is -11.946 eV.


no.,E_tot (hartree),maximum force (eV/Å)
1,-436.42337,2.63
2,-1781.48307,2.27
3,-3958.60563,1.13
4,-247.22622,4.54
5,-356.67624,10.22
6,-324.33466,5.87
7,-288.82619,6.05
8,-309.78949,0.60
9,-2513.76638,0.79
10,-1696.62784,2.93
11,-1525.15845,5.47